Density functional theory data (ωB97M-V with the def2-TZVPD basis set) for the ion C16H29F10INO2S2 with charge -1 at a distorted geometry.

Properties
lowest unoccupied orbital energy	1.034	eV
charge	-1
energy	-2924.604453	Ha
frontier orbital gap	0.1296	hartree

Last column: Löwdin charge in e.
Element x y z (Å)
1 H -1.64959 -1.00961 1.66462  0.098
2 H -0.89187 0.06664 7.02755  0.080
3 F 0.60944 0.48412 -5.16536  0.072
4 C -1.47635 -1.01790 -3.41237  -0.155
5 H -3.04537 1.86375 5.47341  0.096
6 F -0.36991 3.68871 -3.49112  0.028
7 H -2.23712 -1.77333 -2.98892  0.114
8 H 1.39304 0.42384 1.27922  0.108
9 H 1.84988 2.14218 2.93765  0.106
10 H -1.35097 -3.42178 0.40538  0.110
11 F 2.47677 3.31323 -3.41866  -0.165
12 H 0.39805 -3.42157 1.15700  0.095
13 F 4.31418 2.25379 -4.35618  -0.173
14 H -2.63604 0.43610 7.67909  0.065
15 H 1.38411 -1.78507 2.20620  0.117
16 H -0.66159 -0.89255 -0.43804  0.110
17 H -1.15353 -0.06460 4.45448  0.083
18 C -1.60400 1.64092 -3.85613  -0.082
19 C 0.00963 -1.82628 -0.46075  -0.244
20 C -0.47195 -2.78554 0.75446  -0.187
21 N -0.08913 -2.53326 -1.79412  -0.255
22 F 1.89400 -4.44845 -0.58403  -0.831
23 H -0.35410 0.83712 1.77332  0.098
24 S 1.45658 -3.39799 -2.02726  0.525
25 O 2.63582 -2.44138 -2.24502  -0.698
26 C -0.89776 -1.81839 1.97134  -0.216
27 C 0.63037 0.39289 2.13950  -0.212
28 C 0.47875 -1.16308 2.55033  -0.204
29 S 2.65639 2.04836 -4.48396  0.996
30 C 0.81140 1.81742 -4.73331  -0.313
31 O 1.24178 -4.30387 -3.24516  -0.483
32 H -1.54851 -1.10850 -4.54567  0.107
33 H 1.07643 -1.44977 -0.24710  0.114
34 H -0.01664 2.93760 4.25404  0.112
35 C -0.13895 2.26784 -3.53779  -0.320
36 C 1.26673 1.23521 3.34719  -0.213
37 C -2.00688 0.43133 -2.89509  -0.183
38 H -1.38596 -2.43618 2.81482  0.101
39 C -1.99190 1.53889 5.75434  -0.259
40 F 2.96410 0.81143 -5.60359  -0.184
41 F 0.28263 1.89800 -2.24766  0.060
42 I 3.69158 -4.39675 -1.14511  0.864
43 C 0.20089 1.81381 4.40310  -0.216
44 H -1.84407 1.33130 3.47246  0.106
45 H -1.37957 2.39965 6.21570  0.098
46 H 0.45566 -1.26216 3.69256  0.092
47 H 0.55813 -0.57366 -2.37595  0.098
48 C -1.22618 1.07148 4.39052  -0.214
49 H 0.70173 1.75068 5.44039  0.107
50 C -0.05144 -1.42995 -2.81302  -0.279
51 H -3.15774 0.34677 -2.95930  0.110
52 F 2.69757 3.16763 -5.73805  -0.196
53 H -1.71127 1.36820 -4.96979  0.133
54 H 0.56774 -1.83406 -3.70068  0.107
55 H -2.37598 -0.61956 6.15998  0.076
56 F 0.43556 2.62164 -5.85679  0.048
57 C -1.98573 0.28540 6.75652  -0.143
58 H 1.98625 0.56258 3.92987  0.108
59 F 2.76089 0.89295 -3.29357  -0.151
60 H -1.78663 0.60565 -1.78791  0.106
61 H -2.38934 2.46810 -3.68756  0.130

***

Density functional theory data (ωB97M-V with the def2-TZVPD basis set) for a structure of composition C36H50N2OPSTeTl at a distorted geometry.

Properties
lowest unoccupied orbital energy	3.906	eV
charge	-2
energy	-2766.596752	Ha
frontier orbital gap	0.1788	hartree

Last column: Löwdin charge in e.
Element x y z (Å)
1 H 3.97987 -4.34393 -0.91934  0.105
2 C 3.50686 -3.39392 -0.65097  -0.212
3 H 3.48246 -0.95651 -2.48355  0.107
4 H 3.32326 3.16369 -1.57611  0.091
5 H -1.63582 -5.98355 1.82294  0.049
6 H -0.76059 2.47256 -1.59054  0.102
7 H 0.85107 2.43127 -5.16350  0.123
8 C 1.52011 2.64662 -4.27956  -0.202
9 C 4.61030 2.77815 1.60969  -0.205
10 H 4.15188 1.83694 -0.89034  0.092
11 H -3.39963 4.39649 -1.65391  0.066
12 H 1.56116 -4.20496 -1.26418  0.109
13 C -6.36426 -5.75811 0.73448  -0.124
14 C -0.28879 2.13587 -2.51259  -0.173
15 C 0.66323 3.18434 -3.12009  -0.192
16 C 0.01958 2.43440 4.28175  -0.141
17 H 5.59370 2.36081 1.39721  0.094
18 H -0.52755 0.32525 4.35078  0.088
19 H -3.78174 2.73441 -1.10166  0.035
20 C 3.66175 -0.93387 -1.37400  -0.182
21 H 0.55083 0.11237 -4.25461  0.131
22 C 4.15760 3.58124 0.36846  -0.209
23 H -5.81773 -3.08743 -0.64954  0.040
24 C 1.37048 -2.08823 -0.91207  -0.160
25 Te -3.23748 -0.83264 -2.34458  -0.143
26 H 4.23420 -0.07848 -1.08757  0.068
27 Tl -3.15682 -2.26922 -0.10174  0.295
28 H 0.03766 3.98399 -3.45094  0.091
29 C 2.29375 -0.85119 -0.61292  -0.318
30 C -4.76806 -7.13798 1.85135  -0.113
31 S -2.46443 -0.13815 2.42304  0.436
32 H -1.14885 1.94578 -3.20192  0.113
33 H 1.36151 2.87004 -0.23057  0.110
34 H 1.47799 1.43511 1.90320  0.081
35 H -0.90931 5.84368 2.31127  0.104
36 C -0.62363 1.29624 3.82960  -0.166
37 C 4.40552 -2.22164 -1.01223  -0.212
38 H -4.79630 4.05740 -0.55189  0.077
39 H 2.93308 1.63030 -3.09663  0.090
40 C 3.65801 1.63495 1.94661  -0.197
41 H 4.77358 3.46448 2.45119  0.105
42 C 2.18280 -3.32271 -1.40104  -0.178
43 H 3.65099 1.43160 3.02591  0.112
44 C -1.73876 2.54634 2.10738  -0.235
45 H 0.62658 -1.83599 -1.65892  0.090
46 H -4.49060 -8.09452 2.26094  0.075
47 H 5.07819 -2.07995 -0.16142  0.103
48 H 2.26376 3.39699 -4.57713  0.100
49 C 2.21811 1.35098 -3.87180  -0.221
50 C -1.55062 1.28297 2.75943  -0.712
51 C 2.16535 2.15515 -0.01696  -0.295
52 C -0.15601 3.66435 3.64623  -0.104
53 H -2.36910 -7.31358 2.74502  0.051
54 H 3.52130 4.40666 0.65709  0.105
55 N -3.09403 -3.91685 1.14485  -0.181
56 H 2.09987 3.05240 1.97871  0.115
57 H 5.03304 4.09828 -0.05083  0.104
58 H 3.94369 0.68181 1.41343  0.115
59 H 0.70294 2.39791 5.13835  0.090
60 H 2.75121 0.95170 -4.72873  0.105
61 H -6.67065 -7.88953 1.03714  0.065
62 N -2.61090 2.63556 1.03180  0.167
63 H -7.34460 -5.66900 0.24627  0.089
64 H 0.85758 -2.32164 -0.02032  0.104
65 P 1.25737 0.62921 -0.61007  0.775
66 H -2.41376 5.91387 0.40898  0.077
67 H -0.36759 0.04056 -1.97710  0.027
68 C 2.27145 2.05410 1.53663  -0.199
69 H 3.33171 -3.33318 0.40381  0.104
70 H 0.29650 4.54928 4.06842  0.080
71 C 0.40097 0.79670 -2.21642  -0.364
72 C -5.50632 -4.62940 0.80339  -0.242
73 C -2.80108 3.78133 0.40411  -0.328
74 H -7.14322 -3.37336 0.42079  0.065
75 C -2.46158 -6.25067 2.47464  -0.090
76 C -6.01339 -7.02619 1.17094  -0.168
77 C -1.05690 3.69961 2.55054  -0.199
78 C -3.74942 3.75940 -0.81851  -0.044
79 C -6.06152 -3.29225 0.39099  -0.127
80 H 1.34413 3.59962 -2.37457  0.086
81 C 1.23274 0.31792 -3.40503  -0.201
82 C -1.35022 4.92168 1.92151  -0.056
83 H 1.71924 -0.63753 -3.16041  0.081
84 H 5.02323 -2.46401 -1.88509  0.103
85 H 2.36086 -3.22111 -2.47594  0.108
86 C 3.47951 2.66183 -0.61323  -0.212
87 H 2.59820 -0.97887 0.41709  0.110
88 C -4.10704 -4.80739 1.18152  -0.420
89 O 0.22929 0.41195 0.42827  -0.312
90 C -2.21199 4.98955 0.87200  -0.057
91 H -5.67414 -2.47269 0.99838  0.052
92 C -3.84954 -6.09870 1.81384  -0.231
93 H -2.34604 -5.62679 3.37107  0.069

***

Density functional theory data (ωB97M-V with the def2-TZVPD basis set) for a cluster of 2 separate species, C2H7S2 in total at a distorted geometry.

Properties
lowest unoccupied orbital energy	3.297	eV
charge	-1
energy	-876.756795	Ha
frontier orbital gap	0.2167	hartree

Last column: Löwdin charge in e.
Element x y z (Å)
1 H 0.91998 -1.76203 0.17684  0.064
2 H -2.87148 -0.20914 1.64398  -0.431
3 H 2.52117 -1.55106 -0.67866  0.038
4 H 2.21802 -1.18074 1.13202  -0.020
5 C 1.87376 -1.07630 0.13934  -0.515
6 C -0.46308 0.86501 -0.75793  -0.410
7 H -1.03402 0.91956 0.11368  -0.159
8 H -0.85348 0.43244 -1.70012  0.039
9 H -0.31491 1.98809 -1.00710  0.038
10 S 1.31088 0.61376 -0.10931  0.663
11 S -3.30685 0.96040 1.04726  -0.308